Molecular formula: C4H9N2OS
Method: DFT, wB97M-V/def2-TZVPD

The calculation puts the relative energy (zero: lowest compared OMol25 entry of this formula, charge and spin) at 9.134 eV. The largest force on an atom is 4.64 eV/A. The calculation puts the frontier orbital gap at 4.721 eV. Its charge is -1. The value obtained for the HOMO energy is -4.148 eV.

```
17
Properties=species:S:1:pos:R:3:mulliken_charge:R:1
C 1.398 0.724 0.370 -0.58
C 0.698 1.066 -0.922 0.26
C 1.903 0.011 -1.027 -0.14
S 5.040 0.294 -0.997 -0.34
N -0.627 0.424 -1.041 -0.75
C -1.457 0.965 -0.190 0.53
N -2.673 0.294 -0.235 -0.45
O -1.289 1.945 0.632 -0.78
H 1.144 0.067 1.173 0.27
H -3.227 -4.610 3.240 0.02
H 2.110 1.372 0.730 0.26
H 0.749 2.094 -1.030 0.40
H 3.023 0.067 -0.895 -0.45
H 1.884 -0.410 -2.057 0.34
H -2.691 -4.194 2.479 -0.02
H -3.352 0.468 0.521 0.22
H -2.633 -0.576 -0.751 0.23
```

Molecular formula: C30H31F9N3O12PS3
Method: DFT, wB97M-V/def2-TZVPD

As for the SMILES: C#Cc1c(N(C(C)=O)C(C)=O)cc2c(c1S(=O)(=O)C(F)(F)C(F)(F)C(F)(F)C(F)(F)F)Nc1c(P(O)(O)=S)ccc(N)c1S2.CCOC(=O)OC.CCOC(=O)OC. The largest force on an atom is 5.53 eV/A. The calculation puts the frontier orbital gap at 6.932 eV. The value obtained for the HOMO energy is -8.476 eV.

```
89
Properties=species:S:1:pos:R:3:mulliken_charge:R:1
C 2.278 -3.928 0.619 0.08
C 1.375 -4.179 -0.171 -1.12
C 0.242 -4.423 -1.201 1.03
C 0.360 -5.713 -1.974 -1.07
N 1.420 -6.703 -1.802 0.15
C 2.748 -6.205 -2.206 0.55
C 2.986 -6.085 -3.785 -0.98
O 3.632 -5.857 -1.452 -0.44
C 1.415 -7.352 -0.491 0.70
C 0.326 -7.161 0.636 -0.94
O 2.320 -8.149 -0.254 -0.58
C -0.676 -6.038 -3.049 -0.40
C -1.771 -5.057 -3.270 0.34
C -1.930 -3.750 -2.493 -0.05
C -0.899 -3.429 -1.414 0.12
S -1.050 -1.884 -0.420 1.17
O -0.375 -2.002 0.889 -0.64
O -2.452 -1.523 -0.128 -0.41
C -0.107 -0.567 -1.346 0.67
F -0.225 -0.726 -2.746 -0.28
F 1.257 -0.836 -1.084 -0.29
C -0.352 0.926 -0.855 0.63
F 0.746 1.680 -1.286 -0.31
F -0.268 0.925 0.555 -0.28
C -1.758 1.569 -1.213 0.79
F -2.715 1.416 -0.200 -0.24
F -2.283 1.199 -2.442 -0.25
C -1.534 3.171 -1.303 0.43
F -2.839 3.711 -1.287 -0.26
F -0.979 3.575 -2.499 -0.23
F -0.909 3.688 -0.181 -0.18
N -3.041 -2.906 -2.852 -0.19
C -4.332 -3.565 -2.818 0.10
C -5.545 -3.067 -2.045 0.16
P -5.493 -1.519 -1.019 0.91
O -4.555 -0.293 -1.659 -0.47
O -5.122 -1.865 0.605 -0.52
S -7.332 -0.821 -0.974 -0.50
C -6.854 -3.833 -2.072 -0.71
C -7.049 -5.092 -2.885 -0.89
C -5.862 -5.573 -3.670 0.96
N -5.986 -6.806 -4.458 -0.65
C -4.566 -4.833 -3.625 0.15
S -3.065 -5.420 -4.535 -0.40
H 3.332 -3.806 0.993 0.39
H 3.905 -6.651 -4.115 0.35
H 2.103 -6.594 -4.303 0.23
H 2.960 -5.009 -4.132 0.27
H 0.123 -8.203 1.054 0.36
H -0.667 -6.778 0.261 0.29
H 0.772 -6.540 1.468 0.22
H -0.589 -6.991 -3.640 0.49
H -3.031 -1.985 -2.405 -0.07
H -5.129 0.446 -1.951 0.32
H -4.661 -1.045 0.910 0.35
H -7.763 -3.506 -1.480 0.25
H -8.045 -5.629 -2.906 0.27
H -5.462 -6.607 -5.325 0.28
H -6.974 -6.795 -4.768 0.31
C 0.082 4.677 2.096 -0.89
C 1.305 5.307 2.731 -0.27
O 1.141 6.726 2.871 -0.35
C 0.366 7.123 3.891 0.78
O -0.183 6.405 4.687 -0.55
O 0.287 8.462 3.853 -0.33
C -0.592 9.016 4.832 -0.67
H -0.157 5.170 1.154 0.33
H 0.249 3.615 1.909 0.14
H -0.795 4.778 2.739 0.34
H 2.170 5.156 2.082 0.36
H 1.542 4.849 3.695 0.35
H -0.344 8.662 5.833 0.30
H -1.626 8.773 4.582 0.30
H -0.474 10.100 4.809 0.24
C 7.927 4.878 1.900 -1.08
C 8.239 5.608 3.192 -0.17
O 7.410 6.767 3.344 -0.38
C 6.152 6.529 3.742 0.76
O 5.675 5.449 3.988 -0.56
O 5.506 7.703 3.795 -0.37
C 4.119 7.585 4.115 -0.56
H 7.992 5.560 1.049 0.29
H 8.622 4.051 1.747 0.35
H 6.912 4.476 1.908 0.30
H 9.270 5.964 3.167 0.29
H 8.146 4.950 4.060 0.30
H 3.970 7.010 5.030 0.31
H 3.584 7.128 3.282 0.21
H 3.725 8.589 4.271 0.27
```

Molecular formula: C21H64N12O11
Method: DFT, wB97M-V/def2-TZVPD

The calculation puts the relative energy (zero: lowest compared OMol25 entry of this formula, charge and spin) at 0.656 eV. As for the SMILES: NC(N)=O.NC(N)=O.NC(N)=O.NC(N)=O.NC(N)=O.NC(N)=O.CC(C)O.CC(C)O.CC(C)O.CC(C)O.CC(C)O. The largest force on an atom is 2.91 eV/A. The calculation puts the frontier orbital gap at 10.044 eV. The value obtained for the HOMO energy is -9.526 eV.

```
108
Properties=species:S:1:pos:R:3:mulliken_charge:R:1
C -15.189 -10.495 -2.089 -1.02
C -13.968 -9.606 -1.868 0.25
C -13.798 -8.615 -3.002 -1.07
O -14.152 -8.749 -0.736 -0.64
H -14.702 -11.258 -2.760 0.37
H -16.045 -9.900 -2.468 0.08
H -15.461 -11.116 -1.233 0.40
H -13.095 -10.210 -1.715 0.49
H -12.864 -8.060 -2.765 0.35
H -14.686 -8.034 -3.097 -0.03
H -13.725 -9.123 -3.963 0.41
H -14.526 -9.294 -0.015 0.22
C -18.477 -9.851 3.103 -1.15
C -17.389 -10.003 2.015 1.95
C -16.016 -10.121 2.684 -1.53
O -17.559 -11.165 1.182 -0.65
H -19.517 -9.859 2.654 0.08
H -18.430 -8.817 3.505 0.18
H -18.543 -10.621 3.872 0.47
H -17.359 -9.086 1.412 -0.63
H -15.303 -10.430 1.889 0.35
H -16.036 -10.807 3.517 0.43
H -15.678 -9.150 3.142 0.25
H -18.505 -11.369 1.090 0.32
C -26.981 -11.378 -1.702 -1.13
C -26.384 -10.001 -1.341 0.13
C -25.361 -10.271 -0.276 -0.94
O -25.847 -9.603 -2.586 -0.53
H -27.839 -11.371 -2.366 0.30
H -27.207 -11.935 -0.788 0.33
H -26.173 -11.931 -2.190 0.33
H -27.090 -9.254 -1.016 0.36
H -24.697 -11.059 -0.695 0.15
H -25.837 -10.612 0.636 0.40
H -24.715 -9.421 -0.093 0.24
H -25.097 -10.208 -2.818 0.34
C -15.923 -4.714 -0.946 -1.55
C -16.809 -5.877 -1.379 1.94
C -16.780 -6.033 -2.883 -1.56
O -16.535 -7.094 -0.678 0.10
H -16.280 -3.751 -1.345 0.37
H -14.929 -4.806 -1.382 0.41
H -15.856 -4.590 0.210 0.22
H -17.835 -5.620 -1.114 -0.83
H -17.452 -6.875 -3.142 0.33
H -15.757 -6.130 -3.368 0.28
H -17.185 -5.145 -3.397 0.42
H -15.691 -7.505 -0.886 0.01
C -18.202 -11.821 -3.259 -0.76
C -19.678 -12.145 -3.163 0.07
C -19.947 -13.276 -2.238 -1.35
O -20.225 -11.024 -2.469 -0.38
H -17.603 -12.569 -3.783 0.53
H -17.779 -11.793 -2.232 -0.10
H -18.203 -10.831 -3.740 0.27
H -20.135 -12.316 -4.103 0.52
H -19.549 -14.221 -2.617 0.37
H -20.979 -13.332 -2.007 0.42
H -19.398 -12.993 -1.325 0.14
H -20.477 -10.305 -3.144 0.23
C -24.735 -4.551 -2.684 0.54
O -24.206 -5.218 -3.559 -0.67
N -26.044 -4.593 -2.511 -0.40
N -23.974 -3.708 -1.843 -0.50
H -26.443 -3.847 -1.961 0.20
H -26.642 -4.851 -3.291 0.29
H -23.037 -4.086 -1.846 0.29
H -24.426 -3.578 -0.894 0.26
C -18.208 -6.135 3.348 0.60
O -19.324 -6.272 3.869 -0.74
N -17.100 -5.974 4.115 -0.41
N -17.995 -6.114 2.004 0.41
H -16.199 -5.866 3.719 0.17
H -17.333 -5.654 5.077 0.26
H -17.110 -6.023 1.535 0.01
H -18.760 -6.304 1.367 -0.33
C -22.589 -8.605 3.026 0.63
O -22.922 -9.232 1.984 -0.74
N -23.288 -8.708 4.173 -0.47
N -21.525 -7.825 3.084 0.11
H -22.865 -8.377 5.030 0.18
H -24.044 -9.429 4.126 0.28
H -21.174 -7.307 3.846 0.26
H -21.104 -7.553 2.212 -0.18
C -20.098 -8.262 -0.147 0.23
O -20.199 -7.226 0.603 -1.01
N -18.915 -8.679 -0.658 1.10
N -21.309 -8.887 -0.525 0.41
H -18.939 -9.571 -1.114 -0.15
H -18.107 -8.124 -0.459 -0.77
H -22.030 -8.796 0.290 0.00
H -21.142 -9.772 -0.987 0.21
C -21.497 -8.060 -4.278 0.58
O -20.949 -9.183 -4.407 -0.83
N -21.220 -7.026 -5.119 -0.37
N -22.510 -7.840 -3.444 -0.11
H -20.331 -7.000 -5.589 0.22
H -21.808 -6.238 -5.071 0.20
H -22.810 -6.901 -3.250 0.13
H -22.534 -8.440 -2.643 0.08
C -19.783 -4.060 -1.176 0.30
O -19.005 -3.310 -1.752 -0.62
N -20.020 -4.032 0.236 -0.30
N -20.769 -4.828 -1.857 -0.12
H -19.227 -3.786 0.792 0.27
H -20.701 -4.626 0.688 0.24
H -20.840 -5.768 -1.562 0.03
H -20.738 -4.799 -2.854 0.20
```

Molecular formula: C4H12N3
Method: DFT, wB97M-V/def2-TZVPD

The calculation puts the relative energy (zero: lowest compared OMol25 entry of this formula, charge and spin) at 3.145 eV. The largest force on an atom is 3.07 eV/A. The calculation puts the frontier orbital gap at 8.234 eV. Its charge is +1. The value obtained for the HOMO energy is -11.805 eV.

```
19
Properties=species:S:1:pos:R:3:mulliken_charge:R:1
C 2.346 -2.569 -1.625 -0.79
C 1.325 -1.976 -0.953 0.13
N 0.844 -2.170 0.386 -0.52
H 2.921 -3.376 -1.171 0.24
H 2.499 -2.299 -2.701 0.23
H 0.775 -1.152 -1.465 0.26
H 1.477 -2.839 0.880 0.22
H -0.089 -2.509 0.371 0.24
C -1.661 1.920 0.935 -0.25
C -0.411 1.526 0.456 -0.19
N 0.521 0.694 1.008 -0.54
N -2.510 2.490 -0.110 -0.32
H -2.166 1.718 1.898 0.37
H -0.131 1.869 -0.530 0.27
H 1.109 0.215 0.353 0.26
H 0.147 -0.055 1.604 0.31
H -2.579 3.496 0.090 0.36
H -3.435 2.047 -0.145 0.36
H -2.107 2.388 -1.048 0.34
```

Molecular formula: C3H6O
Method: DFT, wB97M-V/def2-TZVPD

The calculation puts the relative energy (zero: lowest compared OMol25 entry of this formula, charge and spin) at 1.217 eV. As for the SMILES: OC1CC1. The largest force on an atom is 1.71 eV/A. The calculation puts the frontier orbital gap at 11.182 eV. The value obtained for the HOMO energy is -10.098 eV.

```
10
Properties=species:S:1:pos:R:3:mulliken_charge:R:1
C -0.409 -0.219 -0.489 0.07
C 0.833 -0.302 0.341 -0.55
C -0.449 0.177 0.971 -0.59
H 0.187 0.702 -2.093 0.31
H -0.945 -1.127 -0.776 0.31
H 1.578 0.471 0.077 0.26
H 1.230 -1.273 0.595 0.24
H -0.942 -0.515 1.606 0.24
H -0.571 1.252 1.164 0.24
O -0.511 0.833 -1.396 -0.53
```

Molecular formula: C4H9ClN4
Method: DFT, wB97M-V/def2-TZVPD

The calculation puts the relative energy (zero: lowest compared OMol25 entry of this formula, charge and spin) at 2.686 eV. As for the SMILES: N/C(=C\[NH3+])NC[N+]#CCl. The largest force on an atom is 5.51 eV/A. The calculation puts the frontier orbital gap at 8.580 eV. Its charge is +2. The value obtained for the HOMO energy is -16.877 eV.

```
18
Properties=species:S:1:pos:R:3:mulliken_charge:R:1
C 3.098 -0.327 0.066 0.79
C -0.296 -0.310 -0.433 0.50
C 1.300 -1.971 0.566 -0.94
C 0.253 0.683 0.414 -1.09
N 2.555 -1.353 0.315 0.02
N 0.274 -1.681 -0.373 -0.15
N -1.017 -0.059 -1.561 -0.39
N -0.199 2.088 0.507 -0.30
Cl 4.139 0.750 -0.274 0.05
H 1.432 -2.946 0.753 0.36
H 1.008 -1.559 1.530 0.61
H 0.641 0.159 1.256 0.60
H 0.190 -2.232 -1.212 0.27
H -1.820 0.527 -1.495 0.26
H -1.134 -0.842 -2.131 0.20
H -1.259 1.970 0.772 0.42
H -0.197 2.620 -0.452 0.42
H 0.367 2.376 1.341 0.39
```